Entry 1:
Formula: C19H24ClIN7O6Ti
Source: the OMol25 dataset
Level of theory: the ωB97M-V functional and the def2-TZVPD basis

HOMO energy, eV: -10.733
Charge: +1
Orbital gap, eV: 7.484
M, Da: 656.67
Energy above the lowest of the compared OMol25 structures with the same formula, charge and spin, kcal per mole: 21.1

XYZ file:
```
59
Properties=species:S:1:pos:R:3:mulliken_charge:R:1
I -0.82 -3.64 0.82 0.015
Ti 0.61 0.01 0.79 -0.347
Cl -5.51 -3.18 -2.35 -0.242
O -2.36 -0.33 2.42 -0.327
O -0.85 -0.56 0.03 0.360
O 2.26 3.26 -0.09 -0.660
O 0.64 -0.62 2.52 -0.321
O 1.98 1.34 1.06 -0.547
O -0.25 -0.33 4.57 -0.616
N 1.00 0.59 -1.35 0.104
N -0.43 1.74 1.76 0.743
N 4.28 -1.86 -0.40 0.099
N -2.47 0.92 -1.54 -0.540
N 2.51 1.50 -2.90 -0.467
N 3.23 -0.05 -1.37 0.046
N 2.11 -1.30 0.25 0.178
C -3.92 -1.01 -1.89 -0.025
C -1.92 -1.17 -0.51 -0.352
C -4.46 1.10 -2.87 -0.731
C -4.13 -2.40 -1.66 0.474
C 3.17 -1.09 -0.47 0.531
C 0.07 1.59 3.17 -0.590
C 5.42 -1.66 -1.29 -0.961
C -3.28 1.62 -2.28 -0.327
C 4.31 -2.93 0.59 -1.009
C 2.18 0.71 -1.85 0.385
C -2.67 1.02 2.69 -0.802
C 1.62 2.53 0.62 0.729
C 0.11 0.11 3.53 0.492
C 0.20 2.89 1.07 -0.739
C -2.78 -0.40 -1.33 0.713
C -3.26 -3.13 -0.91 -0.409
C -1.91 1.91 1.74 -0.451
C -2.14 -2.50 -0.32 -0.112
C -4.77 -0.20 -2.68 -0.973
H 2.18 -2.12 0.85 0.120
H -0.38 3.14 0.18 0.374
H -0.55 2.13 3.88 0.428
H 0.29 1.13 -1.84 -0.058
H 0.26 3.78 1.70 0.416
H 4.14 0.16 -1.75 0.197
H 6.15 -2.44 -1.08 0.265
H -5.66 -0.64 -3.12 0.442
H 1.88 2.27 -3.09 0.261
H 4.15 -2.54 1.60 0.384
H -5.09 1.75 -3.47 0.418
H 5.91 -0.70 -1.12 0.353
H 5.13 -1.75 -2.34 0.376
H -2.13 2.95 2.02 0.435
H -3.73 1.24 2.53 0.476
H 5.29 -3.40 0.56 0.272
H 3.56 -3.70 0.37 0.364
H 3.48 1.71 -3.08 0.201
H -2.61 -0.88 3.18 0.279
H -2.44 1.27 3.73 0.368
H -3.44 -4.18 -0.75 0.470
H 1.09 1.96 3.22 0.488
H -3.02 2.66 -2.45 0.457
H -2.23 1.75 0.71 -0.108
```

***

Entry 2:
Formula: C19H24CoN6O4S
Source: the OMol25 dataset
Level of theory: the ωB97M-V functional and the def2-TZVPD basis

HOMO energy (alpha / beta), eV: -17.083 / -17.082
Charge: +3
Orbital gap (alpha / beta), eV: 5.831 / 5.473
M, Da: 491.44

XYZ file:
```
55
Properties=species:S:1:pos:R:3:mulliken_charge:R:1
Co 0.59 -0.01 -1.21 -0.239
S -1.20 1.35 -1.21 -0.259
O 2.32 3.84 5.21 -0.460
O 2.16 0.05 -4.81 -0.296
O 3.75 4.68 3.74 -0.427
O 0.83 0.18 -3.07 -0.512
N -0.39 -1.68 -1.14 0.601
N -2.53 1.18 1.10 -0.029
N 0.72 -0.27 0.73 0.597
N 2.49 -0.77 -1.38 -0.374
N 2.90 -0.59 -2.72 -0.274
N -3.55 0.20 -0.71 -0.068
C 1.55 0.47 2.95 -0.689
C -3.68 0.95 1.99 -0.639
C -1.08 -3.39 0.38 -0.823
C 1.67 1.93 1.02 0.068
C 1.32 0.70 1.59 1.069
C 0.11 -1.31 1.14 0.380
C -4.77 -0.15 0.05 -0.632
C -0.94 -2.34 -2.16 -0.165
C 3.45 -0.24 -5.42 -0.836
C -0.47 -2.18 0.12 -0.350
C -1.63 -4.10 -0.69 -0.453
C 2.83 3.80 4.13 0.454
C -1.58 -3.56 -1.96 -0.866
C 1.95 -0.11 -3.56 0.963
C -4.42 -0.30 1.52 -0.470
C 2.21 2.93 1.81 -1.163
C 2.39 2.72 3.17 0.295
C 2.06 1.48 3.73 -1.147
C -2.53 0.84 -0.17 0.412
H -2.01 -4.07 -2.81 0.509
H -0.85 -1.89 -3.14 0.582
H 4.13 4.51 2.87 0.329
H 1.48 2.11 -0.04 0.365
H 2.58 -1.75 -1.13 0.365
H -3.79 -1.18 1.67 0.213
H -1.11 -3.78 1.39 0.590
H -2.10 -5.06 -0.52 0.519
H 2.44 3.89 1.36 0.445
H 3.84 -0.85 -3.00 0.264
H 3.08 -0.23 -0.75 0.391
H -1.76 1.75 1.43 0.215
H -3.31 0.84 3.01 0.398
H -0.02 -1.55 2.19 0.457
H -4.33 1.82 1.96 0.332
H -5.52 0.63 -0.11 0.337
H 3.69 -1.30 -5.30 0.390
H 4.22 0.41 -5.00 0.386
H -3.55 0.08 -1.71 0.288
H -5.16 -1.08 -0.37 0.395
H -5.33 -0.43 2.10 0.377
H 2.21 1.33 4.79 0.478
H 3.32 -0.01 -6.47 0.260
H 1.34 -0.49 3.40 0.441
```